21
Properties=species:S:1:pos:R:3 method="wB97M-V/def2-TZVPD" total_charge=0 lumo_energy_ev=0.75 total_energy_ha=-3212.0318 homo_ev=-8.52 gap_ev=9.26
C 2.352 -0.128 -0.150
C 3.109 -1.255 -0.147
C 1.070 -1.908 0.096
C 0.998 -0.547 0.011
C -0.686 1.510 -1.604
C -0.704 1.634 1.578
C -2.305 -1.198 0.159
O 2.333 -2.341 0.002
Si -0.520 0.554 0.030
Br -4.007 -0.303 -0.052
H 2.699 0.879 -0.249
H 4.165 -1.410 -0.243
H 0.303 -2.644 0.220
H 0.221 2.081 -1.799
H -0.833 0.839 -2.443
H -1.521 2.205 -1.583
H -1.720 2.001 1.682
H -0.453 1.087 2.481
H -0.049 2.504 1.522
H -2.178 -1.907 -0.648
H -2.276 -1.655 1.137